[1]
{
  "formula": "C15H39NO2P",
  "method": "ωB97M-V/def2-TZVPD",
  "species": ["C", "C", "N", "P", "C", "O", "O", "H", "H", "H", "H", "H", "H", "H", "H", "H", "H", "H", "C", "C", "C", "C", "C", "C", "H", "H", "H", "H", "H", "H", "H", "H", "H", "H", "H", "H", "H", "H", "C", "C", "C", "C", "C", "C", "H", "H", "H", "H", "H", "H", "H", "H", "H", "H", "H", "H", "H", "H"],
  "positions_angstrom": [[1.134, 4.309, -2.358], [1.453, 3.802, -3.746], [0.921, 2.395, -3.933], [2.186, 1.342, -3.715], [1.600, -0.378, -3.570], [2.621, -1.181, -3.014], [3.839, -0.469, -3.140], [1.803, 3.846, -1.646], [1.340, 5.367, -2.338], [0.117, 4.088, -2.081], [2.537, 3.809, -3.841], [1.085, 4.451, -4.522], [0.602, 2.340, -4.898], [3.134, 1.540, -4.721], [2.774, 1.768, -2.534], [1.359, -0.765, -4.555], [0.711, -0.415, -2.956], [4.135, -0.329, -2.224], [0.359, 3.716, 3.362], [0.666, 2.221, 3.388], [1.884, 1.834, 2.551], [1.754, 2.132, 1.058], [0.560, 1.470, 0.372], [0.606, -0.056, 0.408], [0.109, 4.062, 2.357], [-0.490, 3.944, 4.006], [1.213, 4.295, 3.718], [-0.214, 1.660, 3.060], [0.851, 1.918, 4.420], [2.091, 0.770, 2.696], [2.761, 2.362, 2.933], [2.678, 1.807, 0.559], [1.695, 3.214, 0.905], [0.538, 1.795, -0.677], [-0.374, 1.820, 0.815], [1.520, -0.433, -0.062], [-0.247, -0.477, -0.129], [0.567, -0.436, 1.428], [-3.291, -1.654, 2.344], [-2.556, -2.973, 2.569], [-1.532, -3.289, 1.482], [-2.109, -3.458, 0.075], [-3.177, -4.542, -0.058], [-2.667, -5.942, 0.269], [-3.877, -1.669, 1.424], [-3.979, -1.452, 3.166], [-2.586, -0.820, 2.287], [-3.280, -3.786, 2.657], [-2.035, -2.925, 3.529], [-0.986, -4.193, 1.763], [-0.788, -2.487, 1.455], [-1.286, -3.686, -0.611], [-2.529, -2.505, -0.264], [-3.549, -4.535, -1.086], [-4.035, -4.307, 0.576], [-1.829, -6.212, -0.376], [-3.454, -6.681, 0.121], [-2.337, -6.020, 1.306]],
  "forces_ev_per_a": [[0.32, -0.12, -0.34], [0.07, -0.23, 0.73], [0.66, 0.27, -0.71], [-0.22, 0.16, 0.23], [0.50, 0.06, -0.45], [-0.25, -0.32, 0.69], [0.38, 0.55, -0.37], [0.07, -0.18, 0.40], [-0.13, 0.39, 0.18], [-0.41, 0.13, 0.09], [0.32, 0.04, -0.31], [-0.41, -0.01, -0.30], [-0.46, -0.27, 0.12], [0.11, -0.27, 0.02], [-0.05, -0.02, 0.12], [-0.18, 0.11, -0.38], [-0.24, 0.08, 0.37], [-0.12, -0.36, 0.06], [-0.06, -0.10, 0.00], [0.04, 0.12, 0.01], [0.02, -0.08, 0.04], [-0.01, 0.09, -0.07], [0.16, -0.13, -0.13], [-0.13, 0.14, -0.13], [0.01, 0.02, 0.00], [0.00, 0.04, 0.00], [0.01, 0.02, -0.03], [0.01, -0.03, 0.01], [-0.02, -0.04, 0.00], [0.01, 0.00, -0.02], [0.00, 0.02, 0.01], [-0.01, -0.02, 0.00], [0.00, 0.00, 0.03], [-0.08, 0.04, 0.02], [0.00, 0.03, 0.00], [0.03, -0.03, 0.07], [0.00, -0.06, 0.04], [0.04, -0.03, 0.00], [-0.04, -0.11, 0.05], [0.02, 0.14, -0.02], [0.05, -0.08, 0.02], [-0.03, 0.09, -0.02], [0.08, -0.09, -0.06], [-0.10, 0.06, 0.01], [0.01, 0.02, -0.01], [-0.01, 0.04, -0.01], [0.00, 0.01, -0.03], [0.01, -0.02, -0.01], [-0.01, -0.04, 0.02], [0.00, -0.01, -0.02], [0.01, 0.01, 0.02], [0.00, -0.03, 0.00], [0.00, 0.01, 0.02], [-0.04, 0.02, 0.01], [0.00, 0.03, 0.00], [0.03, 0.00, 0.02], [0.02, -0.03, 0.00], [0.02, -0.01, 0.00]],
  "e_lumo_ev": -3.3,
  "homo_lumo_gap_ev": 9.395,
  "fmax_ev_per_a": 1.00,
  "total_energy_ev": -31051.726,
  "charge": 1
}



[2]
{
  "formula": "C13H20Cl2N4O6W",
  "method": "ωB97M-V/def2-TZVPD",
  "species": ["W", "N", "C", "C", "O", "N", "C", "C", "O", "O", "H", "H", "H", "H", "H", "H", "O", "C", "C", "C", "C", "C", "C", "N", "H", "H", "H", "H", "H", "H", "H", "Cl", "C", "Cl", "H", "H", "N", "C", "C", "O", "O", "H", "H", "H", "H", "H"],
  "positions_angstrom": [[0.651, -0.465, -0.518], [0.634, -0.436, -2.715], [1.079, 0.871, -3.292], [2.298, 1.242, -2.478], [3.284, 1.780, -2.814], [2.152, 0.742, -1.080], [3.475, 0.302, -0.523], [2.816, -1.016, -0.209], [1.985, -0.949, 0.830], [2.343, -1.770, -1.108], [-0.281, -0.731, -3.062], [1.305, -1.149, -3.024], [1.321, 0.769, -4.350], [0.299, 1.620, -3.167], [4.251, 0.250, -1.282], [3.771, 0.863, 0.359], [-0.015, -2.378, -0.941], [-1.123, -3.017, -0.191], [-1.161, -2.317, 1.128], [-1.774, -2.919, 2.202], [-1.793, -2.278, 3.436], [-1.177, -1.040, 3.542], [-0.564, -0.489, 2.438], [-0.556, -1.091, 1.219], [0.637, -3.018, -1.279], [-0.878, -4.074, -0.096], [-2.026, -2.896, -0.786], [-2.220, -3.899, 2.076], [-2.260, -2.747, 4.293], [-1.147, -0.496, 4.476], [-0.068, 0.462, 2.510], [0.988, 2.209, 4.378], [2.053, 2.354, 3.039], [1.123, 2.128, 1.402], [2.813, 1.582, 3.029], [2.445, 3.358, 2.918], [-2.894, 2.916, -0.710], [-2.828, 1.580, -1.397], [-1.592, 0.768, -1.072], [-1.549, -0.474, -1.178], [-0.470, 1.298, -0.733], [-3.630, 3.492, -1.146], [-2.020, 3.451, -0.778], [-3.141, 2.841, 0.285], [-2.833, 1.765, -2.476], [-3.723, 1.007, -1.154]],
  "forces_ev_per_a": [[-0.47, -0.28, 0.02], [0.16, -0.07, -0.05], [-0.04, -0.04, 0.08], [-0.12, -0.11, 0.28], [-0.03, 0.10, -0.09], [0.13, 0.19, -0.02], [-0.02, -0.11, -0.02], [-0.24, 0.13, 0.01], [-0.08, 0.04, -0.18], [0.44, -0.17, -0.20], [0.02, 0.03, -0.09], [-0.07, -0.02, -0.08], [0.07, 0.03, 0.02], [0.01, 0.02, -0.09], [0.01, 0.10, 0.01], [0.01, -0.02, 0.01], [0.05, -0.30, -0.04], [0.08, 0.05, -0.03], [-0.07, 0.03, 0.02], [-0.01, 0.00, -0.08], [0.00, -0.01, 0.01], [0.03, 0.06, -0.04], [-0.03, 0.05, -0.02], [0.07, -0.11, 0.14], [0.03, -0.13, 0.17], [-0.01, 0.01, 0.01], [-0.02, 0.00, 0.03], [-0.01, 0.00, 0.02], [-0.01, 0.00, 0.00], [0.00, -0.02, 0.01], [0.00, -0.01, 0.02], [-0.05, 0.00, 0.11], [-0.19, 0.00, -0.49], [0.35, 0.18, 0.32], [0.02, 0.02, 0.06], [0.04, 0.00, 0.13], [0.02, -0.03, -0.03], [0.02, 0.10, 0.07], [0.03, 0.03, 0.05], [-0.09, 0.26, -0.06], [-0.04, 0.08, 0.03], [-0.01, -0.01, 0.01], [-0.02, 0.02, 0.00], [0.01, 0.01, 0.00], [-0.01, -0.08, -0.01], [0.01, -0.02, 0.00]],
  "e_lumo_ev": -16.2,
  "homo_lumo_gap_ev": 5.571,
  "fmax_ev_per_a": 0.54,
  "total_energy_ev": -58877.248,
  "charge": 4,
  "relative_energy_kcal_mol": 165.2
}



[3]
{
  "formula": "C4H8N3",
  "method": "ωB97M-V/def2-TZVPD",
  "species": ["C", "N", "N", "C", "C", "N", "C", "H", "H", "H", "H", "H", "H", "H", "H"],
  "positions_angstrom": [[-3.088, -0.363, -0.579], [-2.008, -0.626, -0.339], [-0.744, -0.815, -0.191], [0.307, 0.310, 0.302], [-0.272, 1.683, 0.537], [1.522, 0.159, 0.332], [2.258, -0.925, -0.149], [-4.030, -0.302, -0.888], [-0.408, -1.719, -0.048], [-0.801, 1.990, -0.278], [-0.815, 1.669, 1.511], [0.610, 2.467, 0.585], [1.694, -1.583, -0.872], [2.630, -1.375, 0.764], [3.146, -0.569, -0.685]],
  "forces_ev_per_a": [[3.25, -0.75, 1.11], [1.02, 0.06, -0.08], [1.26, 2.83, 0.35], [-0.92, 1.68, -0.39], [2.53, 0.03, 3.03], [-0.83, 0.26, -0.58], [0.66, -1.30, -0.78], [-3.70, 0.58, -1.05], [-0.07, -1.96, 0.20], [-2.09, 0.76, -2.03], [0.03, 0.44, -0.90], [-1.67, -1.94, 0.20], [0.56, 0.23, 0.98], [0.20, -0.99, -0.20], [-0.23, 0.07, 0.13]],
  "e_lumo_ev": -4.6,
  "homo_lumo_gap_ev": 9.360,
  "fmax_ev_per_a": 3.95,
  "total_energy_ev": -8736.824,
  "charge": 1,
  "relative_energy_kcal_mol": 137.4
}



[4]
{
  "formula": "C5H12NO",
  "method": "ωB97M-V/def2-TZVPD",
  "species": ["C", "C", "N", "C", "C", "C", "O", "H", "H", "H", "H", "H", "H", "H", "H", "H", "H", "H", "H"],
  "positions_angstrom": [[-2.149, 0.598, -1.009], [-0.681, 0.016, -0.674], [-0.735, -1.477, -0.656], [-0.239, 0.546, 0.711], [1.005, 0.064, 1.301], [2.252, -0.094, 0.278], [2.054, -1.209, -0.410], [-2.159, 1.645, -0.683], [-2.151, 0.639, -2.064], [-2.816, 0.116, -0.371], [0.221, 0.255, -1.387], [-1.367, -1.843, -1.314], [0.299, -1.746, -0.531], [-0.215, 1.664, 0.617], [-0.970, 0.564, 1.514], [0.827, -0.999, 1.808], [1.339, 0.581, 2.218], [2.416, 0.831, -0.241], [3.070, -0.150, 0.894]],
  "forces_ev_per_a": [[4.55, 1.41, 0.63], [0.20, -0.85, 0.25], [1.34, 1.78, 2.19], [-1.21, 2.50, -0.35], [2.58, -2.58, 1.32], [-3.61, -1.06, 1.34], [-0.01, -1.05, -1.76], [0.08, 0.04, -0.06], [-1.25, -0.57, -1.22], [-1.51, -1.34, 0.22], [-1.98, 0.33, 0.83], [-0.07, -0.70, -1.12], [-1.19, -0.12, -0.88], [0.57, -0.39, -0.51], [-1.07, -0.97, -0.12], [0.43, 1.66, -1.54], [-0.35, 0.77, -0.30], [-0.31, 1.32, -1.07], [2.80, -0.17, 2.13]],
  "e_lumo_ev": 4.1,
  "homo_lumo_gap_ev": 6.527,
  "fmax_ev_per_a": 4.81,
  "total_energy_ev": -8915.464,
  "charge": -1,
  "relative_energy_kcal_mol": 36.9
}



Question: What is the charge in the third record?
Answer: +1



Question: Which value of charge does entry 2 give?
Answer: +4